1.
{"formula": "C32H57Cl37F4I2N3O3S", "method": "ωB97M-V with the def2-TZVPD basis set", "elements": ["C", "C", "C", "C", "N", "C", "C", "C", "C", "C", "O", "Cl", "C", "I", "C", "C", "I", "N", "F", "C", "N", "S", "O", "O", "C", "F", "F", "F", "H", "H", "H", "H", "H", "H", "H", "H", "H", "H", "H", "H", "H", "H", "H", "H", "H", "H", "H", "H", "H", "C", "Cl", "Cl", "H", "H", "C", "Cl", "Cl", "H", "H", "C", "Cl", "Cl", "H", "H", "C", "Cl", "Cl", "H", "H", "C", "Cl", "Cl", "H", "H", "C", "Cl", "Cl", "H", "H", "C", "Cl", "Cl", "H", "H", "C", "Cl", "Cl", "H", "H", "C", "Cl", "Cl", "H", "H", "C", "Cl", "Cl", "H", "H", "C", "Cl", "Cl", "H", "H", "C", "Cl", "Cl", "H", "H", "C", "Cl", "Cl", "H", "H", "C", "Cl", "Cl", "H", "H", "C", "Cl", "Cl", "H", "H", "C", "Cl", "Cl", "H", "H", "C", "Cl", "Cl", "H", "H", "C", "Cl", "Cl", "H", "H"], "coordinates": [[3.4739, 2.5282, -0.4899], [3.0362, 2.0436, -1.8715], [3.2385, 3.1688, -2.8963], [1.5448, 1.6754, -1.9337], [1.0342, 1.0685, -0.6447], [0.3603, 2.0487, 0.2607], [-1.0376, 2.4427, -0.1997], [-1.9675, 1.2560, -0.5178], [-2.4586, 0.4535, 0.7266], [-2.1257, 1.0628, 2.0588], [-2.5625, 2.0614, 2.4968], [-0.9616, 0.1219, 3.0540], [-3.1695, 1.8062, -1.3360], [-4.2373, 3.2922, -0.2296], [-4.0663, 0.6567, -1.9043], [-5.4941, 0.5605, -1.3985], [-4.1145, 0.7982, -4.0455], [-1.2249, 0.2751, -1.3510], [-1.1139, 0.7190, -2.6681], [0.1117, 0.0935, -0.8905], [0.4545, -1.1483, -0.7117], [2.0066, -1.6085, -0.0921], [2.3307, -0.9312, 1.1122], [2.9398, -1.6076, -1.1705], [1.6998, -3.4060, 0.3666], [2.4860, -3.6056, 1.4186], [0.4152, -3.5142, 0.7586], [1.9595, -4.2280, -0.6299], [2.9859, 3.4645, -0.2245], [3.3117, 1.7709, 0.2763], [4.5478, 2.7080, -0.5208], [3.6097, 1.1570, -2.1407], [2.7091, 4.0466, -2.5232], [2.7368, 2.9028, -3.8286], [4.2877, 3.3823, -3.0642], [0.9466, 2.5470, -2.2026], [1.4089, 0.9399, -2.7269], [0.9602, 2.9494, 0.3374], [0.3440, 1.6050, 1.2545], [-0.9239, 3.0174, -1.1170], [-1.4541, 3.1307, 0.5276], [-1.9626, -0.5177, 0.7142], [-3.5215, 0.2338, 0.6614], [-2.7746, 2.3570, -2.1802], [-3.5783, -0.2777, -1.6332], [-6.1117, 1.3872, -1.7291], [-5.5317, 0.4352, -0.3156], [-5.9218, -0.3436, -1.8384], [-0.2190, -1.8862, -0.9213], [4.8212, -3.3168, 3.7372], [6.3084, -2.9935, 2.8424], [4.5913, -2.1848, 5.0754], [3.9839, -3.2076, 3.0644], [4.8655, -4.3243, 4.1331], [8.4847, -0.1106, 2.3856], [9.9583, -0.3626, 1.4374], [7.8968, 1.5500, 2.2425], [7.7184, -0.7816, 2.0220], [8.7017, -0.3127, 3.4278], [0.5082, -4.0945, -3.8937], [0.9340, -3.0086, -5.2162], [-1.0746, -3.6844, -3.2016], [0.4642, -5.1103, -4.2676], [1.2628, -4.0094, -3.1214], [4.8356, -2.3429, 8.8573], [4.9028, -4.0259, 9.3965], [3.7412, -1.3783, 9.8520], [5.8298, -1.9166, 8.9162], [4.4768, -2.3282, 7.8365], [-9.0385, 2.0062, -3.4278], [-7.7602, 3.2301, -3.3171], [-9.0425, 0.9360, -2.0200], [-9.9947, 2.5094, -3.4808], [-8.8690, 1.4080, -4.3144], [1.0976, -5.3545, 9.4290], [1.1049, -7.0445, 9.9519], [0.0154, -4.3609, 10.4088], [2.1018, -4.9581, 9.5098], [0.7567, -5.3151, 8.4003], [-2.0991, -6.6538, 7.8175], [-3.6797, -7.4351, 7.7624], [-2.0672, -5.1585, 6.8646], [-1.8670, -6.4077, 8.8476], [-1.3608, -7.3360, 7.4134], [-7.1435, -3.5538, -2.7776], [-7.5633, -1.8425, -2.7212], [-5.3913, -3.8065, -2.6649], [-7.6192, -4.0558, -1.9441], [-7.4921, -3.9647, -3.7187], [-1.1224, 5.7114, -2.1358], [0.1635, 5.4553, -0.9468], [-1.1702, 4.3795, -3.3023], [-2.0739, 5.7470, -1.6169], [-0.9372, 6.6379, -2.6653], [3.3528, -3.1315, -8.0036], [2.2486, -3.5104, -9.3300], [4.5227, -1.8777, -8.4356], [2.7628, -2.7760, -7.1682], [3.8957, -4.0303, -7.7371], [-4.9811, 0.5717, 4.9670], [-4.9877, -0.8814, 5.9649], [-5.3396, 0.2079, 3.2688], [-5.7373, 1.2544, 5.3343], [-3.9989, 1.0269, 5.0187], [10.4154, 1.4007, -2.1454], [11.8784, 1.1548, -3.1034], [9.8107, 3.0577, -2.2741], [9.6488, 0.7252, -2.5050], [10.6419, 1.1960, -1.1065], [-13.9505, 2.4687, -2.8774], [-13.0006, 2.8562, -1.4385], [-13.2323, 1.1399, -3.7997], [-14.9471, 2.1770, -2.5698], [-13.9889, 3.3455, -3.5120], [2.4056, -0.5900, -11.3660], [2.7572, 0.5336, -12.6836], [0.8556, -0.2340, -10.5894], [2.3661, -1.5945, -11.7679], [3.1883, -0.5100, -10.6231], [-10.3954, -1.7855, -6.0492], [-11.0218, -0.1382, -6.1229], [-8.6529, -1.9026, -5.7295], [-10.9235, -2.3115, -5.2632], [-10.5800, -2.2529, -7.0086], [3.3296, 1.3743, 4.8353], [4.8431, 1.6632, 3.9678], [3.0791, 2.5318, 6.1447], [2.5082, 1.4647, 4.1337], [3.3593, 0.3770, 5.2555], [10.6408, 1.2845, 4.8629], [9.4904, 0.4045, 5.8889], [11.9671, 1.9694, 5.8006], [11.0510, 0.5944, 4.1346], [10.1100, 2.0897, 4.3686], [0.8641, 6.9686, 3.0149], [0.1802, 7.5031, 1.4771], [1.3124, 5.2537, 2.9668], [1.7532, 7.5511, 3.2217], [0.1252, 7.1093, 3.7940]], "forces_ev_per_a": [[0.36, -0.37, -0.29], [-0.32, 0.45, 0.35], [-0.63, -0.54, 0.10], [0.77, -0.20, -0.21], [-0.88, 0.11, -0.30], [-0.35, 0.21, 0.36], [0.52, -0.17, -0.32], [-0.60, 1.54, 0.61], [1.04, -0.91, -0.40], [-0.35, 0.20, 0.29], [-0.02, 0.34, 0.16], [0.01, -0.22, -0.15], [-0.10, -0.86, -0.60], [-0.04, 0.04, -0.13], [0.00, 0.49, 0.75], [0.02, -0.62, -0.49], [-0.02, -0.14, 0.02], [-0.94, -1.10, 0.62], [0.54, 0.46, 0.05], [1.02, 0.19, -0.43], [-0.42, -0.34, 0.16], [2.62, 0.22, -0.07], [-1.00, -0.11, -0.08], [-0.91, -0.06, -0.05], [-0.82, 0.38, 0.72], [-0.24, -0.36, -0.79], [0.53, -0.18, -0.37], [-0.05, 0.33, 0.51], [-0.04, 0.06, 0.10], [-0.12, 0.06, 0.13], [0.04, 0.13, 0.07], [0.11, -0.02, -0.01], [0.23, 0.22, 0.00], [0.30, 0.03, -0.24], [0.07, 0.09, -0.07], [-0.20, 0.01, 0.23], [-0.07, 0.00, -0.07], [0.22, -0.08, -0.17], [0.11, -0.09, 0.05], [-0.12, -0.04, -0.07], [-0.17, -0.09, 0.10], [-0.14, -0.11, -0.04], [-0.14, 0.29, 0.15], [0.14, 0.20, 0.14], [0.11, -0.13, -0.43], [-0.02, 0.23, 0.20], [-0.03, 0.22, 0.10], [0.07, 0.22, 0.21], [-0.12, -0.03, -0.24], [-0.02, -0.04, 0.02], [-0.03, -0.08, -0.03], [0.01, 0.00, 0.02], [0.02, 0.07, -0.01], [0.08, 0.03, 0.07], [-0.04, 0.00, 0.01], [0.04, -0.07, 0.02], [-0.01, 0.03, 0.01], [-0.01, 0.05, -0.09], [0.02, 0.03, 0.01], [0.07, -0.03, -0.06], [-0.04, 0.01, 0.07], [0.08, 0.08, 0.22], [-0.08, 0.02, -0.06], [-0.01, 0.04, 0.01], [-0.02, 0.08, -0.01], [0.04, -0.06, -0.04], [-0.01, 0.03, -0.03], [0.01, -0.04, 0.09], [-0.04, -0.04, 0.01], [0.03, 0.00, -0.05], [-0.02, -0.02, -0.02], [-0.12, 0.09, 0.01], [-0.06, 0.04, 0.07], [0.06, -0.04, 0.00], [0.00, 0.07, -0.10], [0.01, -0.01, -0.04], [-0.02, 0.01, -0.02], [0.05, -0.01, 0.10], [-0.06, -0.02, 0.01], [0.01, -0.06, 0.09], [0.02, -0.01, 0.01], [0.09, 0.02, 0.01], [-0.05, 0.05, 0.00], [-0.02, 0.00, -0.05], [-0.07, 0.00, -0.06], [-0.10, -0.33, 0.25], [0.03, -0.03, 0.00], [0.06, 0.03, 0.06], [0.07, 0.04, -0.04], [-0.03, -0.08, 0.05], [0.06, 0.07, -0.23], [-0.10, 0.04, -0.23], [0.01, -0.07, 0.03], [0.10, -0.04, -0.04], [-0.05, -0.01, 0.02], [0.01, -0.05, 0.03], [0.02, 0.00, 0.03], [0.06, 0.03, -0.05], [0.03, 0.00, -0.06], [0.08, 0.04, 0.11], [0.02, 0.02, 0.00], [-0.01, 0.00, -0.11], [-0.06, -0.04, -0.03], [0.02, -0.03, -0.05], [0.00, -0.05, 0.03], [-0.01, -0.04, 0.01], [-0.05, -0.01, 0.03], [0.00, 0.03, -0.07], [0.04, 0.06, 0.02], [-0.05, 0.01, -0.02], [0.01, 0.03, 0.00], [0.00, 0.06, -0.01], [0.03, -0.05, 0.05], [0.06, 0.00, -0.01], [0.04, 0.00, -0.04], [0.02, -0.01, 0.00], [-0.01, -0.01, 0.04], [-0.05, 0.01, -0.04], [-0.01, 0.05, 0.03], [-0.09, -0.33, -0.17], [0.21, 0.05, 0.05], [-0.26, 0.21, -0.26], [0.06, 0.04, 0.07], [0.00, 0.02, -0.02], [-0.05, 0.03, -0.01], [-0.03, -0.08, -0.04], [-0.03, -0.01, 0.00], [0.01, 0.05, -0.01], [0.05, 0.00, 0.03], [0.06, 0.07, -0.04], [-0.03, -0.01, -0.04], [0.00, 0.00, -0.02], [0.02, -0.04, 0.05], [-0.04, 0.01, 0.06], [-0.04, 0.09, 0.01], [0.03, 0.24, 0.32], [0.03, -0.06, 0.02], [0.05, -0.05, -0.05], [-0.04, -0.07, -0.02]], "homo_energy_ev": -11.514, "charge": 1, "fmax_ev_per_a": 2.6, "orbital_gap_ev": 6.37, "spin_multiplicity": 1}

***

2.
{"formula": "C4H10NO", "method": "ωB97M-V with the def2-TZVPD basis set", "elements": ["C", "N", "C", "C", "C", "O", "H", "H", "H", "H", "H", "H", "H", "H", "H", "H"], "coordinates": [[-0.3681, 2.5316, 0.6179], [-0.1993, 1.3159, 1.3842], [0.3358, 0.2063, 0.4902], [-0.4836, -1.0483, 0.3066], [0.4761, -1.9496, -0.8751], [0.3131, -1.3808, -2.0401], [-1.1386, 3.1784, 1.1899], [-0.8812, 2.3072, -0.3238], [0.4975, 3.1613, 0.4624], [-1.2093, 1.1303, 1.4917], [1.2967, -0.0126, 1.0051], [0.6173, 0.4865, -0.5372], [-0.3705, -1.6834, 1.2027], [-1.5513, -0.7584, 0.1422], [1.4898, -1.8372, -0.4074], [-0.0097, -2.9629, -0.6083]], "forces_ev_per_a": [[-2.10, 1.53, 0.66], [-1.16, -0.49, -1.10], [1.19, 0.17, 1.11], [1.58, -0.46, 0.76], [-3.05, 1.68, 1.30], [0.55, -0.79, -0.56], [1.22, -0.60, -0.70], [0.37, 0.26, -0.39], [0.48, -0.18, -0.08], [0.78, -0.77, 0.50], [-0.38, -0.40, -0.52], [-0.37, 0.75, 0.19], [-0.54, 0.20, 0.14], [0.66, -0.72, -0.52], [-0.14, -0.52, 0.04], [0.91, 0.32, -0.82]], "homo_energy_ev": -2.271, "e_above_lowest_kj_mol": 171.2, "smiles": "CNCCC[O-]", "charge": -1, "fmax_ev_per_a": 3.7, "orbital_gap_ev": 6.29, "spin_multiplicity": 1}

***

3.
{"formula": "C4H14NO", "method": "ωB97M-V with the def2-TZVPD basis set", "elements": ["C", "C", "C", "C", "N", "H", "H", "H", "H", "H", "H", "H", "H", "H", "H", "H", "H", "H", "H", "O"], "coordinates": [[-1.9664, -0.9780, -0.0285], [-0.5200, -0.5109, 0.0222], [-0.0005, 0.3257, -1.2187], [0.3452, -0.4644, -2.5355], [-0.4517, 0.5554, 1.1094], [-2.0884, -2.0295, -0.2648], [-2.2257, -0.3446, -1.0244], [-2.4597, -0.6734, 0.7730], [0.1507, -1.2344, 0.4270], [-0.7598, 1.0564, -1.5622], [1.0221, 0.8168, -0.9537], [0.0597, 0.2925, -3.2334], [1.3600, -0.7332, -2.4939], [-0.2642, -1.3417, -2.6539], [-0.9235, 0.2188, 1.9838], [0.4428, 0.7087, 1.5626], [-0.8387, 1.4254, 0.7554], [3.4888, 1.4981, 3.2699], [2.8586, 0.4596, 2.6047], [2.7706, 0.9524, 3.4610]], "forces_ev_per_a": [[2.47, 0.87, -6.97], [0.82, 1.76, -0.10], [1.73, -1.23, 0.05], [-1.60, 0.85, 1.98], [-0.73, -0.84, 2.36], [0.05, 0.00, 0.15], [-0.82, -1.70, 2.42], [-2.60, 1.11, 3.35], [0.73, -0.83, -0.41], [0.30, -0.07, 1.00], [-2.03, -0.36, -0.13], [0.53, -0.16, -1.31], [1.25, -0.28, -0.52], [-0.35, -0.35, -0.20], [-0.53, 0.57, -1.05], [0.92, 0.44, -0.86], [-0.14, 0.28, 0.36], [2.08, 2.20, 0.45], [-0.54, -0.16, 1.21], [-1.55, -2.10, -1.79]], "homo_energy_ev": -15.158, "e_above_lowest_kj_mol": 221.0, "charge": 1, "fmax_ev_per_a": 7.4, "orbital_gap_ev": 11.58, "spin_multiplicity": 1}

***

- What is the formula in the third record?
  C4H14NO